Computed, not measured: a 4-piece molecular cluster, H9O4 overall, with the ωB97M-V functional and the def2-TZVPD basis.

Values from the calculation:
charge = +1
E_HOMO = -16.235 eV
E_tot = -306.1045 hartree
energy above the lowest of the compared OMol25 structures with the same formula, charge and spin = 57.5 kJ/mol
lowest unoccupied orbital energy = -0.126 Ha
2S+1 = 1

The geometry in XYZ format:
```
13
Properties=species:S:1:pos:R:3:forces:R:3
O 0.606 0.745 -0.707 0.2 -0.6 -0.5
H 1.298 1.415 -0.797 -0.2 0.1 0.1
H 1.024 -0.066 -1.112 0.0 0.4 0.6
H 0.131 0.495 0.526 0.1 0.3 0.5
O 2.411 -1.226 -0.883 -0.6 0.2 0.1
H 2.442 -1.765 -1.670 0.3 -0.4 -0.3
H 3.295 -0.882 -0.749 0.3 0.0 0.0
O -0.440 0.415 1.492 -0.6 -0.3 -1.6
H -0.495 1.305 1.845 0.2 0.5 0.5
H -1.395 0.248 1.088 0.2 -0.4 0.8
O -2.776 -0.253 0.677 -0.1 0.9 0.1
H -3.395 0.419 0.349 0.0 0.0 0.3
H -2.707 -0.851 -0.058 0.1 -0.8 -0.5
```
Positions in Å, forces in eV/Å.

Here are the Löwdin charges for atoms 1 to 6, given in e: 0.028, 0.115, 0.082, 0.078, -0.020, 0.068

---

Computed, not measured: C10H26O10SV as an isolated structure, with the ωB97M-V functional and the def2-TZVPD basis.

Values from the calculation:
charge = -1
E_HOMO = -5.376 eV
E_tot = -2491.2621 hartree
energy above the lowest of the compared OMol25 structures with the same formula, charge and spin = 68.0 kJ/mol
lowest unoccupied orbital energy = 0.087 Ha
2S+1 = 1

The geometry in XYZ format:
```
48
Properties=species:S:1:pos:R:3:forces:R:3
O -11.987 16.126 0.298 -1.2 -0.3 -0.2
V -11.171 15.959 -1.032 4.7 -1.9 1.6
O -11.947 15.392 -2.311 -0.7 0.2 0.1
C -10.474 13.073 1.328 1.4 -0.5 0.9
C -10.270 13.039 -0.190 -1.4 0.3 1.0
C -11.613 12.535 -0.759 0.2 0.5 -0.8
O -9.927 14.278 -0.684 -1.2 2.1 -0.9
H -9.620 13.483 1.881 0.1 0.4 -0.5
H -10.444 12.037 1.696 -0.7 0.0 0.0
H -11.335 13.636 1.688 -0.3 -0.2 -0.3
H -9.468 12.315 -0.386 0.1 0.1 -0.3
H -11.852 11.487 -0.570 0.1 0.0 0.2
H -11.633 12.726 -1.836 0.1 -0.3 0.0
H -12.406 13.178 -0.368 0.0 -0.1 0.2
C -8.412 18.864 0.867 -0.5 0.7 -1.0
C -8.586 17.381 0.563 1.5 -0.9 0.5
O -9.282 17.015 -0.451 -2.1 0.3 -1.2
O -7.909 16.624 1.256 -0.5 0.0 0.0
H -9.239 19.220 1.482 0.2 0.0 0.2
H -8.438 19.449 -0.061 -0.2 -0.1 0.0
H -7.446 19.083 1.312 -0.1 -0.3 0.4
C -11.265 19.177 -1.983 0.6 0.7 -0.1
O -12.200 18.111 -1.831 0.8 0.5 0.2
H -11.454 20.043 -1.340 -0.4 -0.2 0.2
H -10.266 18.832 -1.719 -0.1 -0.3 0.0
H -11.244 19.559 -3.007 0.0 -0.2 -0.1
H -12.945 18.322 -2.398 -0.2 -0.5 0.1
C -12.277 19.340 2.100 1.3 -0.8 0.3
O -12.844 20.503 1.548 -1.1 0.0 -0.3
H -11.188 19.441 2.114 -0.1 -0.1 0.2
H -12.612 19.062 3.107 -0.2 0.7 0.1
H -12.457 18.421 1.536 -0.3 0.4 -0.6
H -12.243 21.247 1.538 0.3 -0.2 0.2
O -13.327 13.258 -7.392 -0.2 -0.3 -0.1
S -13.063 13.026 -6.009 1.0 1.6 0.9
O -13.420 11.806 -5.355 -0.4 -0.2 -0.3
O -11.493 13.244 -5.847 -0.1 0.1 -0.5
C -10.919 13.051 -4.538 0.3 -0.8 0.7
C -9.503 12.523 -4.674 0.7 0.3 0.0
C -13.661 14.429 -5.018 0.0 -1.7 0.2
H -11.506 12.278 -4.041 -0.1 0.1 0.0
H -10.954 13.949 -3.924 -0.2 0.2 -0.2
H -9.255 11.890 -3.822 -0.2 -0.3 -0.2
H -8.704 13.268 -4.638 -0.4 0.4 -0.2
H -9.388 12.005 -5.626 -0.1 -0.3 0.2
H -14.589 14.733 -5.490 0.1 0.4 0.1
H -12.884 15.159 -4.824 -0.1 0.3 -0.5
H -13.844 13.954 -4.053 -0.3 0.2 0.1
```
Positions in Å, forces in eV/Å.

Here are the Löwdin charges for atoms 1 to 6, given in e: -0.338, 0.958, -0.408, -0.085, -0.571, -0.072